(1)
ORCA calculation (wB97M-V/def2-TZVPD) on a structure of composition C14H17N3SV at a distorted geometry.

Cartesian coordinates (Å):
1 C 1.85700 0.22387 1.10099
2 C 1.53013 1.51794 0.06110
3 H 1.57195 0.78189 2.00838
4 H 3.02289 0.26552 1.00687
5 H 1.70618 -0.89830 1.37566
6 H 0.90287 2.18725 -0.60274
7 H 1.77771 2.26555 0.83758
8 H 2.38779 1.32443 -0.59827
9 C -1.06371 -2.51373 1.54887
10 C -1.81934 -3.62833 1.88830
11 C -2.94874 -3.99116 1.14513
12 C -3.23918 -3.22891 -0.00270
13 H -0.17372 -2.19380 2.07961
14 H -1.54667 -4.22004 2.79717
15 H -3.58792 -4.81418 1.44114
16 H -4.08796 -3.48871 -0.65604
17 N -1.43105 -1.68472 0.51037
18 C -2.47970 -2.08598 -0.30692
19 C -2.69829 -1.18378 -1.43215
20 N -1.79601 -0.13767 -1.45853
21 C -1.80112 0.74000 -2.51904
22 C -3.80623 -0.28389 -3.40685
23 C -2.82227 0.69909 -3.46244
24 H -0.97784 1.45058 -2.53538
25 H -2.85506 1.49486 -4.24252
26 C -3.70451 -1.25761 -2.40799
27 H -4.42751 -2.08060 -2.33055
28 H -4.63902 -0.28899 -4.10816
29 V -0.46032 -0.04476 0.01717
30 C 1.03336 -0.87699 -1.28144
31 H 0.66516 -0.64231 -2.31802
32 H 0.90227 -1.97527 -1.15292
33 H 2.13073 -0.63452 -1.20688
34 S -1.65583 1.70148 1.24239
35 C -0.68880 2.36434 2.42585
36 N 0.10161 2.80097 3.22227

Forces on the atoms, in the same order (eV/Å):
C 1.08 0.88 2.05
C 2.13 0.24 -0.07
H 0.55 -0.88 0.24
H -2.29 -0.23 0.31
H -0.80 1.48 -1.61
H -1.11 -1.81 0.53
H 0.11 -0.08 -0.74
H -0.32 0.81 0.08
C -0.92 0.77 -1.01
C 0.18 -0.64 1.03
C 0.55 1.15 -0.59
C -0.02 0.46 -0.26
H -0.20 -0.21 0.23
H -0.14 0.63 -1.00
H 0.14 -0.02 -0.06
H 0.55 0.09 0.47
N -0.66 -2.31 0.26
C 0.25 -0.68 1.54
C -0.08 1.56 -1.07
N -0.52 -0.10 -1.40
C -0.76 -0.97 0.98
C 0.36 -0.16 0.64
C 0.36 1.12 -0.67
H -0.33 0.06 -0.09
H 0.10 -0.85 0.67
C 0.08 -0.58 0.79
H 0.31 0.49 -0.21
H 0.26 -0.06 0.11
V 1.17 0.79 -0.46
C 0.45 -0.45 -1.18
H 0.33 0.01 0.96
H -0.08 0.59 0.20
H -1.42 -0.17 0.03
S 0.17 -0.88 -0.61
C 3.87 1.77 3.19
N -3.34 -1.81 -3.28

The spin multiplicity is 2. As for the charge: +2. The calculation puts the HOMO-LUMO gap (alpha / beta) at 5.83 / 7.31 eV.



(2)
ORCA calculation (wB97M-V/def2-TZVPD) on an isolated molecule of C14H17N5O5S at a distorted geometry.

Cartesian coordinates (Å):
1 C 0.88554 4.22841 -0.13691
2 C 0.54864 2.72511 -0.22107
3 S -1.14352 2.60903 -0.81945
4 O -1.37607 3.53508 -1.96448
5 O -2.00941 3.00716 0.30806
6 C -1.59703 0.95374 -1.32440
7 C -2.30741 0.78863 -2.53265
8 C -2.71395 -0.46548 -2.88338
9 C -2.51827 -1.55667 -2.04048
10 N -1.89118 -1.41146 -0.89264
11 C -1.43038 -0.18764 -0.52402
12 N -0.78419 -0.14588 0.68194
13 C -1.53071 0.05985 1.78577
14 N -2.85352 0.41714 1.77888
15 O -0.98985 0.46746 2.78486
16 C 0.33755 -0.89290 0.70459
17 N 1.29967 -0.63578 -0.19696
18 C 2.34718 -1.46516 -0.25027
19 O 3.33178 -1.33242 -1.18153
20 C 3.17885 -0.34117 -2.18211
21 C 2.48940 -2.48390 0.67941
22 C 1.48614 -2.66553 1.60750
23 O 1.62165 -3.68924 2.50550
24 C 0.83388 -3.66489 3.69199
25 N 0.42055 -1.88851 1.55680
26 H 0.09288 4.72100 0.52494
27 H 1.88311 4.34289 0.33826
28 H 0.90426 4.71103 -1.10956
29 H 1.22954 2.27444 -0.98615
30 H 0.64078 2.18107 0.73189
31 H -2.49279 1.63073 -3.20774
32 H -3.26924 -0.61749 -3.81033
33 H -2.88556 -2.53566 -2.35160
34 H -3.25249 0.79113 0.91233
35 H -3.11339 0.82217 2.66470
36 H 4.02239 -0.36552 -2.83773
37 H 3.18434 0.67724 -1.73441
38 H 2.24552 -0.45935 -2.74345
39 H 3.32987 -3.14666 0.61391
40 H 0.90260 -4.61176 4.24525
41 H 1.19204 -2.87570 4.32914
42 H -0.24920 -3.50455 3.48559

Forces on the atoms, in the same order (eV/Å):
C -0.85 0.25 1.66
C 1.00 -0.19 -1.29
S -2.51 3.67 0.11
O 1.27 -2.37 1.12
O 1.14 -1.42 -0.73
C -0.28 -0.78 -0.21
C 0.75 0.89 0.24
C -0.97 -0.64 -0.74
C 0.17 0.72 -0.30
N 0.47 0.55 0.59
C -1.64 -0.48 -3.21
N -0.78 0.23 -1.12
C -1.23 4.74 2.98
N -1.16 -1.58 -2.54
O 2.27 -1.56 2.15
C 4.14 -2.51 0.16
N -0.18 0.54 -0.78
C -0.54 0.24 0.41
O -0.65 -0.15 0.54
C -0.83 1.36 0.56
C 0.74 -0.54 -0.42
C 0.12 0.02 -0.09
O -0.16 0.58 -0.77
C -1.41 0.00 0.07
N -1.14 -0.38 1.62
H 1.24 -0.42 -0.92
H -0.67 -0.10 -0.22
H -0.13 -0.11 -0.03
H -0.69 -0.03 0.63
H -0.25 0.25 -0.39
H 0.18 -0.18 0.48
H 0.23 0.09 0.19
H 0.20 0.10 0.38
H -0.04 -0.29 0.81
H 0.09 0.22 -0.38
H 0.53 -0.50 -0.31
H -0.18 -0.59 -0.11
H 0.17 -0.09 0.11
H 0.27 -0.15 0.12
H 0.43 0.14 -0.62
H 0.05 0.42 0.32
H 0.81 0.05 -0.05

The spin multiplicity is 1. The calculation puts the HOMO-LUMO gap at 9.05 eV.



(3)
ORCA calculation (wB97M-V/def2-TZVPD) on an isolated molecule of C14H17NO3S.

Cartesian coordinates (Å):
1 C 1.96675 -2.04137 -2.21032
2 O 0.79213 -1.49132 -1.67547
3 C 0.41810 -2.07284 -0.44773
4 C -0.82153 -1.34406 0.07856
5 N -0.50638 -0.01595 0.52848
6 C -0.67262 1.11030 -0.22370
7 C -1.27572 1.06596 -1.58765
8 C -1.26255 2.42903 -2.27161
9 C -1.93331 2.37689 -3.61890
10 O -2.57902 1.46326 -4.05492
11 O -1.73878 3.51107 -4.30894
12 C -0.19462 2.18208 0.49386
13 C 0.29166 1.69131 1.70944
14 C 0.10158 0.31853 1.71770
15 C 0.48384 -0.55973 2.78597
16 C 1.28212 -0.20601 3.84617
17 C 1.48497 -1.23902 4.78048
18 C 0.84641 -2.38677 4.44395
19 S -0.02126 -2.22292 2.96660
20 H 1.85130 -3.11551 -2.40156
21 H 2.81805 -1.89416 -1.53411
22 H 2.15433 -1.52372 -3.14861
23 H 0.18821 -3.14057 -0.58528
24 H 1.24119 -1.98955 0.27754
25 H -1.26107 -1.91914 0.89570
26 H -1.54983 -1.27832 -0.73034
27 H -2.31327 0.71903 -1.53382
28 H -0.72246 0.35136 -2.20320
29 H -1.80030 3.16641 -1.67069
30 H -0.24396 2.79487 -2.40647
31 H -2.18813 3.46571 -5.16759
32 H -0.18858 3.20866 0.18728
33 H 0.72123 2.27423 2.49884
34 H 1.72192 0.76875 3.94584
35 H 2.08660 -1.13054 5.66547
36 H 0.82300 -3.32595 4.95904

Forces on the atoms, in the same order (eV/Å):
C 0.12 -0.06 0.00
O -0.30 0.15 0.12
C -0.13 -0.02 0.09
C 0.40 -0.56 -0.30
N 0.03 0.17 0.17
C -0.09 0.46 -0.27
C -0.06 0.05 -0.12
C -0.06 -0.29 0.07
C -0.09 -0.13 -0.03
O -0.07 -0.17 -0.01
O 0.21 0.58 -0.14
C -0.09 -0.10 -0.28
C -0.02 -0.55 0.13
C 0.01 0.98 -0.11
C 0.13 -0.81 0.56
C -0.18 0.01 -0.39
C -0.07 -0.26 0.12
C -0.20 -0.05 -0.27
S 0.35 0.44 0.37
H 0.02 0.03 -0.02
H -0.01 0.00 -0.04
H 0.08 -0.06 -0.01
H 0.01 0.06 0.03
H -0.09 -0.04 -0.04
H -0.09 0.09 -0.21
H -0.02 -0.03 0.12
H 0.07 -0.05 -0.08
H -0.13 0.01 -0.01
H 0.06 0.08 -0.02
H -0.02 0.08 0.03
H -0.03 -0.26 0.21
H -0.04 0.19 -0.15
H 0.08 0.05 0.21
H 0.07 0.20 -0.04
H 0.09 -0.01 0.15
H 0.05 -0.18 0.15

The spin multiplicity is 1. As for the energy above the lowest of the compared OMol25 structures with the same formula, charge and spin: 38.9 kcal/mol. The calculation puts the HOMO-LUMO gap at 7.90 eV.



(4)
ORCA calculation (wB97M-V/def2-TZVPD) on a structure of composition C14H18BN7O2W at a distorted geometry.

Cartesian coordinates (Å):
1 H -1.96280 -1.84564 0.09440
2 N -1.21659 0.00435 -0.67377
3 B -1.02475 2.18329 -1.96053
4 N -1.85321 1.03329 -1.35051
5 C -3.17381 0.80993 -1.39927
6 W 1.01199 0.04675 -0.55642
7 H -3.81443 1.52386 -1.89218
8 C -3.42723 -0.40631 -0.78482
9 H -4.38368 -0.87783 -0.68144
10 C -2.19015 -0.89716 -0.35591
11 H -1.69856 2.97719 -2.56043
12 C 2.61992 -1.16681 -0.75884
13 H 2.60760 -2.25532 -0.82481
14 H 3.22608 -0.85232 0.10954
15 H 3.11194 -0.73159 -1.65073
16 N 0.00391 1.46849 -2.89718
17 N -0.36810 2.81878 -0.70190
18 N 0.79613 0.38019 -2.46447
19 N 0.59822 2.08218 0.02083
20 C 0.16134 1.58006 -4.21730
21 C -0.44923 4.04197 -0.16834
22 H -0.41087 2.31521 -4.75194
23 H -1.01411 4.82585 -0.66412
24 C 1.07408 0.63314 -4.67022
25 C 0.30858 4.08032 1.01830
26 C 1.44059 -0.13560 -3.57663
27 C 0.89452 2.84035 1.18352
28 H 1.43321 0.50831 -5.67403
29 H 0.40957 4.94023 1.66619
30 H 2.08981 -0.98390 -3.47783
31 H 1.38897 2.36013 2.01132
32 H 1.38540 2.07310 -0.65664
33 O -0.20556 -3.13015 0.04374
34 C 0.23950 -2.56789 1.03023
35 C 0.44028 -3.19170 2.40985
36 C 1.12132 -2.13629 3.23664
37 C 1.25382 -0.91599 2.32674
38 O 1.81384 0.14180 2.59380
39 N 0.67168 -1.23164 1.08991
40 H -0.53179 -3.47944 2.82327
41 H 1.04620 -4.09613 2.29853
42 H 0.54457 -1.85829 4.12250
43 H 2.11791 -2.44991 3.56568

Forces on the atoms, in the same order (eV/Å):
H 0.07 0.07 0.09
N -0.39 0.17 -0.35
B -0.83 -1.09 -0.03
N 0.22 -0.13 0.24
C 0.57 -0.44 0.13
W -1.89 -4.69 3.07
H -0.10 -0.09 0.05
C 0.34 -0.04 0.08
H -0.12 -0.14 0.06
C -0.03 1.11 -0.55
H 0.32 -0.15 0.20
C 1.16 0.51 -0.97
H -0.18 0.10 0.05
H 0.09 -0.13 0.12
H 0.41 -0.40 0.28
N 0.86 -0.53 -0.45
N 0.95 2.20 -0.20
N -0.37 1.32 -2.08
N -1.13 1.17 0.35
C -0.04 0.00 0.82
C 0.04 -1.71 -0.79
H 0.05 0.18 -0.20
H -0.12 -0.21 0.21
C 0.46 -0.86 0.18
C 0.82 -0.82 0.95
C -1.27 1.51 -0.03
C -0.81 1.63 -0.63
H -0.07 -0.02 -0.16
H -0.13 -0.21 0.10
H 0.10 -0.10 -0.10
H 0.53 0.03 -0.01
H 0.78 0.97 0.20
O 0.61 1.10 0.70
C -0.09 -0.85 0.22
C -0.27 -0.33 -0.53
C 0.37 0.65 0.30
C -0.03 -0.61 0.32
O -0.65 -0.39 -1.05
N -0.16 0.89 -0.34
H 0.13 -0.08 -0.21
H -0.23 0.06 -0.03
H 0.19 0.07 -0.03
H -0.14 0.25 0.04

The spin multiplicity is 3. As for the energy above the lowest of the compared OMol25 structures with the same formula, charge and spin: 44.0 kcal/mol. As for the charge: +2. The calculation puts the HOMO-LUMO gap (alpha / beta) at 6.63 / 6.98 eV.



(5)
ORCA calculation (wB97M-V/def2-TZVPD) on an isolated molecule of C14H18BrN5O3 at a distorted geometry.

Cartesian coordinates (Å):
1 C 5.17102 0.72477 1.55612
2 C 4.10619 0.64976 0.52658
3 N 3.59162 1.71213 -0.06000
4 N 2.68219 1.27694 -0.93746
5 C 1.87724 2.22410 -1.65561
6 C 0.58594 2.46240 -0.94816
7 N -0.00911 3.62080 -0.86873
8 O -1.12310 3.40352 -0.13822
9 C -1.13028 2.11829 0.18920
10 C -2.21813 1.49955 1.00964
11 O -3.23742 2.08032 1.29801
12 N -1.88718 0.24351 1.36053
13 C -2.76815 -0.63491 2.08689
14 C -3.28293 -1.83169 1.25215
15 C -2.19265 -2.49990 0.40094
16 C -2.29645 -1.76638 -0.94203
17 C -3.69321 -1.11670 -0.90079
18 O -4.28634 -1.45853 0.33815
19 N -0.09507 1.48254 -0.29340
20 C 2.56899 -0.07115 -0.93151
21 C 1.64612 -0.82940 -1.80845
22 C 3.48585 -0.50387 0.00693
23 Br 3.82294 -2.29457 0.49488
24 H 5.42039 1.76461 1.74313
25 H 4.83444 0.25981 2.48218
26 H 6.06083 0.19491 1.21735
27 H 1.67975 1.85180 -2.66630
28 H 2.42401 3.16720 -1.71364
29 H -0.99553 -0.11336 1.05017
30 H -3.62804 -0.03814 2.39962
31 H -2.24736 -1.01856 2.96921
32 H -3.75107 -2.53003 1.95384
33 H -1.20645 -2.42863 0.85451
34 H -2.43615 -3.55409 0.27246
35 H -2.20318 -2.45383 -1.78016
36 H -1.52590 -1.00294 -1.04124
37 H -3.63054 -0.02537 -0.99698
38 H -4.35509 -1.49258 -1.68508
39 H 1.64881 -1.87805 -1.52182
40 H 1.95861 -0.75641 -2.85094
41 H 0.63436 -0.43785 -1.72196

Forces on the atoms, in the same order (eV/Å):
C -0.02 0.06 -0.03
C -0.28 -0.25 -0.22
N 0.41 0.75 0.39
N 0.13 -0.54 -0.06
C -0.06 0.25 -0.18
C -0.60 0.39 0.31
N 1.13 0.34 -0.74
O -0.93 -0.32 0.61
C 0.96 -0.21 -0.62
C -0.02 -0.04 0.16
O -0.12 0.21 -0.07
N 0.21 -0.22 -0.07
C -0.52 -0.35 -0.05
C 0.33 0.09 0.48
C -0.30 0.02 0.06
C -0.10 0.05 -0.04
C 0.01 0.14 -0.41
O -0.13 0.03 0.10
N -0.61 -0.14 0.44
C 0.25 -0.32 0.22
C -0.02 0.08 -0.08
C -0.28 -0.15 -0.22
Br -0.04 0.31 -0.09
H 0.05 0.05 0.05
H 0.04 0.00 0.06
H 0.06 -0.01 0.05
H 0.08 0.06 0.11
H -0.02 -0.18 -0.08
H 0.00 0.16 -0.02
H 0.11 -0.11 0.08
H -0.06 0.04 0.00
H 0.10 0.05 -0.04
H 0.11 -0.06 0.03
H 0.06 0.00 0.05
H 0.05 0.01 -0.02
H 0.02 -0.02 -0.05
H -0.02 -0.10 -0.02
H 0.08 0.08 0.02
H -0.01 -0.03 -0.01
H -0.01 -0.06 -0.07
H -0.06 -0.07 -0.03

The spin multiplicity is 1. As for the energy above the lowest of the compared OMol25 structures with the same formula, charge and spin: 1.4 kcal/mol. The calculation puts the HOMO-LUMO gap at 9.02 eV.



(6)
ORCA calculation (wB97M-V/def2-TZVPD) on a structure of composition C14H18CdIN3 at a distorted geometry.

Cartesian coordinates (Å):
1 C 2.15727 -0.35506 -1.61293
2 C -0.84730 -4.01472 -0.00362
3 H 2.65261 0.43501 -2.18610
4 H 2.82080 -0.75867 -0.84587
5 H 1.22883 0.03306 -1.17445
6 H -1.24010 -4.50666 -0.90175
7 H -0.26167 -4.72986 0.59002
8 H -1.68691 -3.65192 0.60230
9 Cd 0.44233 -2.40446 -0.58945
10 C 1.68441 -2.06265 1.21726
11 H 0.99863 -2.06465 2.07519
12 H 2.24634 -1.12307 1.20745
13 H 2.36912 -2.92152 1.29010
14 I 1.73383 -1.86267 -3.12771
15 C 1.09897 4.05681 2.07750
16 C -0.17174 3.55691 2.40049
17 C -0.57721 2.32210 1.89880
18 C 0.27432 1.59275 1.04851
19 C 1.56446 2.09131 0.74333
20 C 1.96180 3.32378 1.24786
21 N -0.16376 0.40636 0.45912
22 N -1.38718 0.10315 0.78612
23 C -2.16714 -0.45967 -0.22109
24 C -3.55533 -0.19595 -0.19135
25 C -4.33515 -0.65630 -1.23919
26 C -3.71485 -1.39703 -2.25890
27 C -2.35034 -1.66565 -2.17926
28 N -1.57816 -1.21592 -1.17110
29 H 1.41874 5.02232 2.47444
30 H -0.85482 4.11375 3.04157
31 H -1.55363 1.88947 2.11960
32 H 2.21016 1.49115 0.10198
33 H 2.94724 3.71953 0.99903
34 H -3.91328 0.38099 0.65815
35 H -5.40429 -0.45208 -1.27035
36 H -4.27615 -1.78445 -3.10723
37 H -1.83757 -2.26753 -2.93494

Forces on the atoms, in the same order (eV/Å):
C 0.47 0.81 -0.67
C -0.40 -0.82 -0.52
H -0.04 -0.13 0.15
H -0.24 -0.15 -0.34
H 0.28 -0.44 -0.36
H -0.20 -0.29 0.34
H -0.23 0.08 -0.18
H 0.12 0.01 -0.11
Cd 0.01 -0.64 1.54
C 0.29 0.30 -0.46
H 0.14 -0.04 -0.20
H 0.13 -0.13 0.31
H -0.10 0.32 0.14
I 0.19 0.39 0.31
C -0.07 -0.19 -0.10
C 0.22 -0.36 -0.19
C 0.27 0.37 -0.03
C 0.78 0.58 1.68
C -0.75 -0.44 0.02
C -0.23 0.10 0.20
N -3.64 -0.64 -0.84
N 2.45 2.14 -0.05
C 0.05 -1.95 -1.07
C 1.10 -0.02 0.24
C 0.34 -0.27 -0.34
C -0.05 0.10 0.17
C 0.21 0.28 0.62
N -1.18 0.76 -0.49
H -0.09 -0.29 -0.16
H 0.28 -0.05 -0.14
H 0.34 0.35 -0.01
H -0.09 0.28 0.25
H -0.28 -0.12 0.10
H -0.17 -0.13 -0.29
H 0.26 -0.07 0.01
H 0.06 0.13 0.25
H -0.22 0.16 0.25

The spin multiplicity is 1. As for the energy above the lowest of the compared OMol25 structures with the same formula, charge and spin: 39.9 kcal/mol. The calculation puts the HOMO-LUMO gap at 5.00 eV.



no.,E_tot (Ha)
1,-2049.38404
2,-1591.81832
3,-1222.34144
4,-1169.38408
5,-3617.77671
6,-1173.79921